(1)
# C2H8N2O2

2 unconnected molecules or ions with the total composition C2H8N2O2 in a non-equilibrium geometry (ωB97M-V with the def2-TZVPD basis set, the OMol25 dataset).

Last column: natural (NBO) charge in e.
Geometry (Å):
H (-2.769, -0.227, -0.842)  0.128
C (1.792, 0.777, -0.231)  0.103
H (-1.437, -2.355, -0.453)  0.382
H (0.935, 2.233, 0.945)  0.380
H (-0.224, 1.175, 0.279)  0.398
C (-2.017, -0.435, -0.009)  0.526
N (-1.097, -1.419, -0.412)  -0.874
H (2.718, -0.811, -0.774)  0.475
O (-1.756, 0.436, 0.816)  -0.590
O (1.772, -0.655, -0.503)  -0.763
N (0.754, 1.285, 0.545)  -0.871
H (1.765, 1.110, -1.308)  0.114
H (-0.078, -1.498, -0.125)  0.436
H (2.718, 1.006, 0.280)  0.156

Properties
* structure (SMILES): NC=O.NCO
* HOMO energy: -8.72 eV
* Kohn-Sham gap: 9.56 eV
* LUMO energy: 0.848 eV

(2)
# C2H8N2O2

2 unconnected molecules or ions with the total composition C2H8N2O2 in a non-equilibrium geometry (ωB97M-V with the def2-TZVPD basis set, the OMol25 dataset).

Last column: natural (NBO) charge in e.
Geometry (Å):
N (2.027, -1.198, 2.379)  -0.876
N (0.654, -0.592, 0.444)  -0.917
H (2.047, -2.170, 2.445)  0.361
H (1.689, -0.614, 0.165)  0.399
H (0.534, 0.348, 2.261)  0.173
C (-1.573, 1.194, -1.656)  0.616
O (-1.865, 0.121, -2.281)  -0.618
H (-2.449, 1.981, -1.545)  0.137
H (0.048, -1.116, -0.186)  0.384
C (0.658, -0.747, 1.920)  -0.055
H (2.485, -0.712, 3.169)  0.383
H (-0.057, 0.560, -0.961)  0.519
H (-0.202, -1.274, 2.371)  0.185
O (-0.306, 1.484, -1.352)  -0.692

Properties
* structure (SMILES): O=CO.NCN
* HOMO energy: -9.53 eV
* Kohn-Sham gap: 10.40 eV
* LUMO energy: 0.871 eV

(3)
# C2H8N2O2

2 unconnected molecules or ions with the total composition C2H8N2O2 (ωB97M-V with the def2-TZVPD basis set, the OMol25 dataset).

Last column: natural (NBO) charge in e.
Geometry (Å):
H (-0.799, -1.922, -0.442)  0.336
O (0.580, -1.636, -1.834)  -0.284
H (-1.836, 2.304, 0.409)  0.185
H (0.660, -3.481, -2.563)  0.344
N (1.111, -2.974, -1.805)  -0.560
C (-0.918, 1.776, 0.613)  -0.552
C (-0.128, 2.133, 1.610)  0.153
H (-1.176, 3.594, 2.245)  0.474
O (-0.347, 3.155, 2.475)  -0.680
H (0.798, 1.627, 1.840)  0.174
N (-0.027, -1.285, -0.635)  -0.505
H (-0.672, 0.949, -0.026)  0.239
H (2.104, -2.894, -2.011)  0.344
H (0.652, -1.346, 0.123)  0.334

Properties
* structure (SMILES): C=CO.NON
* HOMO energy: -8.87 eV
* Kohn-Sham gap: 9.94 eV
* LUMO energy: 1.070 eV

(4)
# C2H8N2O2

2 unconnected molecules or ions with the total composition C2H8N2O2 in a non-equilibrium geometry (ωB97M-V with the def2-TZVPD basis set, the OMol25 dataset).

Last column: natural (NBO) charge in e.
Geometry (Å):
H (-1.798, -0.948, 1.023)  0.175
N (-2.000, -0.548, -0.979)  -0.831
H (-1.423, -0.299, -1.779)  0.349
H (0.219, 1.170, 0.611)  0.393
H (2.306, 0.125, 1.138)  0.092
O (2.021, 1.541, -0.249)  -0.537
O (2.529, -0.626, -0.729)  -0.693
H (2.085, -1.431, -0.439)  0.498
H (-1.287, 1.259, 1.304)  0.365
H (-2.657, 0.225, -0.928)  0.351
C (-1.188, -0.511, 0.232)  -0.049
H (-0.322, -1.167, 0.108)  0.148
N (-0.715, 0.797, 0.617)  -0.909
C (2.230, 0.415, 0.071)  0.649

Properties
* structure (SMILES): O=CO.NCN
* HOMO energy: -8.95 eV
* Kohn-Sham gap: 9.48 eV
* LUMO energy: 0.530 eV

- Which of these has the highest LUMO energy?
  number 3